[1]
73
Properties=species:S:1:pos:R:3:lowdin_charge:R:1 method="wB97M-V/def2-TZVPD" gap_ev="5.928 / 3.853" relative_energy_ev=3.186 charge=+3
Sc -0.86 2.29 -0.93 0.933
P 2.35 -1.77 1.41 0.888
P 1.60 3.05 -0.71 0.794
P -1.42 -2.70 0.01 1.012
H -0.67 3.47 -3.37 0.080
C -1.51 3.14 -2.75 -0.190
C -1.96 3.96 -1.63 -0.189
H -1.53 4.97 -1.49 0.085
C 3.80 -2.77 1.63 -0.191
C 2.71 -0.06 1.77 -0.198
C 1.08 -2.26 2.57 -0.209
C 1.74 4.29 -2.04 -0.239
C 2.11 3.93 0.81 -0.238
C 3.12 2.06 -1.04 -0.222
C -2.69 -3.04 -1.27 -0.225
C -2.09 -3.74 1.39 -0.220
C -0.10 -3.83 -0.62 -0.216
H -2.15 2.37 -3.21 0.087
H -3.01 3.89 -1.27 0.093
H 4.14 -2.79 2.68 0.084
H 4.60 -2.39 1.00 0.075
H 3.55 -3.80 1.34 0.072
H 3.14 0.02 2.78 0.088
H 1.77 0.50 1.68 0.039
H 3.40 0.35 1.03 0.037
H 1.52 -2.19 3.59 0.086
H 0.74 -3.29 2.41 0.045
H 0.21 -1.58 2.51 0.051
H 2.44 5.07 -1.73 0.075
H 0.76 4.72 -2.28 0.030
H 2.14 3.79 -2.93 0.072
H 2.76 4.79 0.58 0.076
H 2.62 3.23 1.48 0.052
H 1.21 4.29 1.34 0.038
H 3.71 2.53 -1.84 0.071
H 2.84 1.04 -1.36 0.024
H 3.72 2.00 -0.13 0.042
H -3.37 -3.83 -0.93 0.068
H -2.20 -3.33 -2.21 0.064
H -3.23 -2.11 -1.44 0.040
H -2.83 -4.44 0.97 0.069
H -2.57 -3.06 2.10 0.041
H -1.27 -4.28 1.89 0.051
H -0.57 -4.65 -1.18 0.081
H 0.50 -4.22 0.21 0.043
H 0.55 -3.25 -1.28 0.037
C 0.58 -0.73 -2.12 -0.462
C 1.61 -0.99 -3.08 -0.023
C 1.20 -1.46 -4.31 -0.050
C -0.16 -1.40 -4.67 -0.072
C -1.10 -0.81 -3.82 -0.094
C -0.73 -0.34 -2.55 -0.121
O 0.82 -0.98 -0.85 -0.250
H 1.84 -1.80 0.07 0.028
H 2.65 -1.03 -2.75 0.116
H 1.94 -1.92 -4.98 0.129
H -0.48 -1.79 -5.64 0.122
H -2.14 -0.72 -4.15 0.123
H -1.52 0.05 -1.88 0.057
C -3.48 0.59 4.66 -0.003
C -2.72 0.82 3.39 -0.223
C -1.60 1.65 3.35 0.024
C -1.03 2.00 2.13 -0.082
N -1.56 1.54 0.96 -0.088
C -2.56 0.62 1.00 -0.115
C -3.14 0.24 2.20 0.003
H -3.56 -0.48 4.88 0.105
H -2.99 1.10 5.50 0.098
H -4.50 0.98 4.58 0.117
H -1.18 2.06 4.27 0.140
H -0.16 2.66 2.05 0.099
H -2.88 0.21 0.04 0.100
H -3.95 -0.48 2.20 0.136



[2]
7
Properties=species:S:1:pos:R:3:lowdin_charge:R:1 method="wB97M-V/def2-TZVPD" gap_ev="7.379 / 8.265" relative_energy_ev=3.684
N -0.78 0.17 0.74 -0.232
O 0.72 -1.68 -0.23 -0.466
S 1.98 0.88 -0.13 0.200
S 0.43 -0.27 -0.32 0.206
H -1.20 -0.64 1.30 0.101
H -0.78 1.14 1.13 0.078
H -0.38 0.41 -2.49 0.113



[3]
23
Properties=species:S:1:pos:R:3:lowdin_charge:R:1 method="wB97M-V/def2-TZVPD" gap_ev=9.875 relative_energy_ev=1.674
C 1.63 1.69 0.71 -0.037
C 1.35 0.73 -0.44 -0.385
O 2.10 -0.48 -0.33 -0.035
C -0.15 0.43 -0.61 -0.290
C -0.39 -0.50 -1.81 -0.199
O 0.00 -1.84 -1.52 -0.073
N -0.68 -0.17 0.61 -0.007
C -1.63 0.47 1.63 -0.224
O -1.83 1.68 1.60 0.020
H 2.70 1.92 0.75 0.087
H 1.05 2.61 0.59 0.093
H 1.32 1.25 1.67 0.083
H 1.69 1.18 -1.38 0.151
H 2.06 -0.80 0.58 0.101
H -0.69 1.37 -0.76 0.158
H -1.47 -0.53 -2.02 0.123
H 0.13 -0.11 -2.70 0.127
H 0.90 -1.76 -1.15 0.069
H -0.36 -1.10 0.87 0.106
H -1.50 -0.07 2.59 0.138
H -2.30 -1.28 0.06 0.125
O -2.33 -2.12 0.77 -0.152
H -1.60 -2.58 0.30 0.019



[4]
7
Properties=species:S:1:pos:R:3:lowdin_charge:R:1 method="wB97M-V/def2-TZVPD" gap_ev=10.130 relative_energy_ev=0.063
C 0.65 -0.21 0.48 -0.801
N -1.17 0.02 -0.86 0.050
N -0.51 0.69 -0.07 -0.070
F 0.70 -1.32 -0.21 -0.034
Cl 2.15 0.62 0.06 0.632
H 0.30 -0.27 1.58 0.142
H -2.11 0.46 -0.98 0.079